# C4H5Cl

A 2-piece molecular cluster, C4H5Cl overall in a non-equilibrium geometry (ωB97M-V/def2-TZVPD, the Open Molecules 2025 dataset).

**SMILES**: C=CCl.C#C
**Relative energy (zero: lowest compared OMol25 entry of this formula, charge and spin)**: 56.21 kcal/mol
**HOMO**: -0.3612 Eh
**Gap between HOMO and LUMO**: 10.9 eV

Each line ends with the natural charge from an NBO analysis.
Positions of all 10 atoms, in Å:
C (-1.497, -1.090, -0.600)  -0.243
C (-0.563, -1.659, -0.201)  -0.224
C (1.270, 0.607, 1.680)  -0.410
C (1.774, -0.420, 1.059)  -0.204
Cl (2.044, -0.418, -0.705)  -0.032
H (-2.225, -0.481, -1.180)  0.242
H (0.147, -2.097, 0.384)  0.213
H (0.913, 1.385, 0.971)  0.217
H (1.380, 0.837, 2.804)  0.234
H (2.257, -1.231, 1.559)  0.207

***

# C41H40BaN13O5S2

C41H40BaN13O5S2 as an isolated structure (ωB97M-V/def2-TZVPD, the Open Molecules 2025 dataset).

**Relative energy (zero: lowest compared OMol25 entry of this formula, charge and spin)**: 7.62 kcal/mol
**HOMO**: -0.1946 Eh
**Gap between HOMO and LUMO**: 7.5 eV
**Total charge**: -1

Each line ends with the Mulliken charge.
Positions of all 102 atoms, in Å:
Ba (-0.064, 1.056, -0.355)  0.942
O (-4.324, -0.076, -2.040)  -0.720
C (-3.211, -0.281, -1.587)  -0.102
N (-1.989, 0.071, -2.092)  0.709
C (-1.938, 0.225, -3.445)  -0.794
O (-2.718, -0.176, -4.297)  -0.706
C (-0.668, 0.904, -3.955)  1.200
C (-0.703, 1.441, -5.236)  -1.042
C (0.432, 2.046, -5.738)  -0.391
C (1.569, 2.083, -4.943)  -0.745
C (1.508, 1.524, -3.680)  -0.585
N (0.415, 0.945, -3.176)  0.276
C (-3.137, -1.012, -0.247)  -0.337
C (-4.243, -1.734, 0.187)  -0.528
C (-4.168, -2.407, 1.394)  -0.711
C (-3.001, -2.324, 2.140)  -0.746
C (-1.956, -1.562, 1.641)  -0.599
N (-2.018, -0.927, 0.473)  1.281
H (-1.626, 1.358, -5.791)  0.530
H (0.435, 2.492, -6.725)  0.445
H (2.485, 2.549, -5.280)  0.446
H (2.379, 1.553, -3.033)  0.410
H (-5.125, -1.738, -0.437)  0.595
H (-5.010, -2.987, 1.753)  0.412
H (-2.897, -2.825, 3.093)  0.481
H (-1.029, -1.447, 2.195)  0.245
C (2.348, -3.178, 1.952)  -1.628
C (1.631, -2.215, 1.050)  -0.050
N (1.538, -0.957, 1.268)  0.921
N (2.196, -0.480, 2.374)  -0.937
C (1.736, 0.711, 2.727)  -0.458
O (0.757, 1.331, 2.242)  0.283
C (2.475, 1.358, 3.872)  0.192
C (3.556, 0.742, 4.498)  -0.658
C (4.215, 1.376, 5.541)  -0.662
C (3.803, 2.632, 5.969)  -0.358
C (2.728, 3.251, 5.347)  -1.028
C (2.068, 2.616, 4.305)  0.233
C (0.956, -2.738, -0.164)  1.006
C (0.663, -4.099, -0.273)  -0.909
C (0.029, -4.566, -1.412)  -0.574
C (-0.275, -3.671, -2.421)  -1.085
C (0.052, -2.336, -2.228)  0.146
N (0.635, -1.868, -1.130)  0.250
H (3.025, -2.626, 2.597)  0.308
H (2.902, -3.920, 1.375)  0.399
H (1.641, -3.715, 2.592)  0.317
H (3.866, -0.233, 4.151)  0.440
H (5.055, 0.889, 6.022)  0.385
H (4.321, 3.125, 6.783)  0.368
H (2.404, 4.232, 5.672)  0.420
H (1.237, 3.085, 3.797)  0.547
H (0.916, -4.775, 0.531)  0.374
H (-0.220, -5.616, -1.507)  0.407
H (-0.762, -3.985, -3.334)  0.486
H (-0.171, -1.603, -2.990)  0.287
C (-1.670, 3.578, 1.602)  1.539
N (-2.511, 4.438, 2.435)  0.124
C (-3.844, 4.471, 1.829)  -0.756
N (-4.442, 3.134, 1.736)  0.133
C (-3.561, 2.290, 0.924)  -0.636
N (-2.205, 2.205, 1.496)  1.560
C (-2.309, 1.667, 2.862)  -0.653
N (-3.177, 2.485, 3.715)  0.083
C (-2.615, 3.837, 3.761)  -0.683
C (-4.496, 2.566, 3.082)  -0.746
H (-0.667, 3.518, 2.033)  -1.204
H (-1.612, 4.019, 0.608)  -0.453
H (-3.762, 4.897, 0.827)  0.366
H (-4.494, 5.106, 2.435)  0.355
H (-3.492, 2.698, -0.088)  -0.013
H (-3.989, 1.287, 0.871)  0.114
H (-1.306, 1.615, 3.285)  -0.170
H (-2.729, 0.660, 2.810)  0.185
H (-1.620, 3.789, 4.209)  0.371
H (-3.256, 4.465, 4.387)  0.347
H (-5.147, 3.187, 3.703)  0.347
H (-4.921, 1.560, 3.023)  0.363
N (1.303, 6.680, -7.102)  -0.609
C (0.779, 6.158, -5.915)  1.088
C (-0.425, 5.458, -5.916)  -0.955
C (-0.956, 4.972, -4.731)  -0.232
C (-0.301, 5.194, -3.534)  -0.433
C (0.895, 5.901, -3.520)  -0.501
C (1.434, 6.376, -4.699)  -0.927
S (-0.985, 4.583, -2.014)  1.364
O (-2.042, 3.676, -2.391)  -0.735
O (-1.333, 5.752, -1.227)  -0.742
N (0.149, 3.724, -1.334)  0.189
C (1.009, 4.171, -0.387)  0.118
S (0.968, 5.710, 0.447)  -0.037
C (2.315, 5.198, 1.401)  -0.456
C (2.674, 3.943, 1.060)  -0.725
N (1.955, 3.364, 0.043)  -0.260
H (0.999, 6.205, -7.937)  0.219
H (2.301, 6.819, -7.093)  0.211
H (-0.944, 5.287, -6.853)  0.302
H (-1.878, 4.405, -4.726)  0.572
H (1.408, 6.073, -2.581)  0.400
H (2.368, 6.927, -4.687)  0.312
H (2.735, 5.841, 2.156)  0.442
H (3.466, 3.375, 1.526)  0.436

***

# C3H9N2P

One molecule with the formula C3H9N2P in a non-equilibrium geometry (ωB97M-V/def2-TZVPD, the Open Molecules 2025 dataset).

**SMILES**: CN1CCNP1
**Relative energy (zero: lowest compared OMol25 entry of this formula, charge and spin)**: 25.26 kcal/mol
**HOMO**: -0.2995 Eh
**Gap between HOMO and LUMO**: 9.2 eV

Each line ends with the natural charge from an NBO analysis.
Positions of all 15 atoms, in Å:
C (0.854, 1.433, -0.295)  -0.253
C (-0.444, 0.790, 0.111)  -0.248
C (-1.487, -1.389, 0.123)  -0.410
N (1.824, 0.499, 0.248)  -0.935
N (-0.368, -0.575, -0.353)  -0.676
P (1.460, -1.112, 0.018)  0.866
H (0.744, 1.349, -1.404)  0.222
H (1.103, 2.458, 0.191)  0.220
H (-0.732, 0.736, 1.252)  0.155
H (-1.413, 1.109, -0.461)  0.203
H (-1.415, -2.362, -0.236)  0.201
H (-1.627, -1.509, 1.230)  0.159
H (-2.289, -0.804, -0.284)  0.192
H (1.927, 0.587, 1.274)  0.381
H (1.862, -1.210, -1.413)  -0.078

***

# CH10ClNiO8

CH10ClNiO8 as an isolated structure in a non-equilibrium geometry (ωB97M-V/def2-TZVPD, the Open Molecules 2025 dataset).

**Relative energy (zero: lowest compared OMol25 entry of this formula, charge and spin)**: 0.00 kcal/mol
**HOMO (spin up / spin down)**: -0.0976 / -0.0964 Eh
**Gap between HOMO and LUMO (spin up / spin down)**: 4.4 / 4.3 eV
**2S+1**: 3
**Total charge**: -1

Each line ends with the Mulliken spin population.
Positions of all 21 atoms, in Å:
Ni (1.018, 17.143, 18.155)  1.754
C (2.577, 15.511, 15.896)  0.003
O (2.729, 15.988, 14.719)  0.014
O (1.760, 16.203, 16.721)  0.077
O (3.149, 14.463, 16.340)  0.001
Cl (2.588, 16.686, 20.023)  0.076
O (2.218, 18.807, 17.586)  0.016
H (3.146, 18.545, 17.518)  -0.003
H (2.158, 19.715, 17.282)  0.005
O (-0.274, 15.725, 18.850)  0.017
H (-0.593, 15.171, 18.124)  -0.002
H (-0.780, 15.472, 19.625)  0.006
O (0.064, 18.418, 19.637)  0.015
H (0.348, 19.310, 19.857)  0.000
H (-0.752, 18.265, 20.120)  0.001
O (1.638, 13.550, 18.606)  0.000
H (2.462, 13.128, 18.343)  0.000
H (1.661, 14.338, 18.036)  0.001
O (-0.564, 17.902, 16.905)  0.019
H (-1.439, 18.271, 17.051)  0.002
H (-0.452, 17.796, 15.949)  -0.002

***

# C33H36IrN4O3PS2

C33H36IrN4O3PS2 as an isolated structure in a non-equilibrium geometry (ωB97M-V/def2-TZVPD, the Open Molecules 2025 dataset).

**HOMO (spin up / spin down)**: -0.2684 / -0.2703 Eh
**Gap between HOMO and LUMO (spin up / spin down)**: 6.1 / 5.7 eV

Each line ends with the Mulliken charge.
Positions of all 80 atoms, in Å:
Ir (0.641, -0.800, -0.163)  2.079
C (1.123, -0.235, -4.337)  -0.267
O (0.329, -1.235, -4.942)  -0.506
C (-0.627, -1.871, -4.216)  0.454
C (-1.642, -2.441, -4.957)  -0.604
C (-2.685, -3.143, -4.360)  -0.646
C (-2.744, -3.234, -2.992)  -0.963
C (-1.730, -2.690, -2.186)  0.898
C (-1.878, -2.759, -0.775)  -0.517
N (-1.008, -2.375, 0.110)  0.258
N (-1.310, -2.568, 1.398)  -0.775
C (-0.420, -2.141, 2.277)  0.157
O (0.705, -1.658, 1.974)  -0.882
C (-0.827, -2.250, 3.694)  0.450
C (-0.306, -1.355, 4.623)  -0.438
C (-0.718, -1.417, 5.940)  -0.677
C (-1.630, -2.381, 6.339)  -0.354
C (-2.135, -3.287, 5.420)  -0.660
C (-1.738, -3.220, 4.098)  -0.253
C (-0.583, -2.060, -2.789)  0.507
O (0.450, -1.720, -2.118)  -1.036
H (1.626, 0.267, -5.164)  0.286
H (1.849, -0.673, -3.647)  0.149
H (0.504, 0.483, -3.793)  0.003
H (-1.593, -2.317, -6.026)  0.461
H (-3.454, -3.576, -4.980)  0.384
H (-3.569, -3.742, -2.511)  0.379
H (-2.822, -3.165, -0.406)  0.348
H (0.403, -0.607, 4.294)  0.417
H (-0.327, -0.718, 6.665)  0.392
H (-1.953, -2.428, 7.369)  0.387
H (-2.836, -4.047, 5.735)  0.390
H (-2.123, -3.907, 3.361)  0.445
C (6.436, -0.965, -1.704)  -1.142
C (5.957, -0.908, -0.252)  -0.756
N (4.513, -0.837, -0.127)  0.316
C (3.854, -2.131, -0.065)  0.098
C (3.989, -2.754, 1.325)  -1.144
C (3.844, 0.317, 0.022)  1.356
C (4.653, 1.588, 0.142)  -1.821
N (2.553, 0.374, 0.074)  -0.443
H (7.523, -0.962, -1.721)  0.413
H (6.085, -0.112, -2.280)  0.264
H (6.089, -1.874, -2.189)  0.330
H (6.424, -0.063, 0.251)  0.512
H (6.291, -1.815, 0.254)  0.242
H (4.305, -2.774, -0.826)  0.398
H (2.787, -2.009, -0.300)  -0.501
H (5.025, -2.743, 1.666)  0.400
H (3.645, -3.785, 1.305)  0.395
H (3.378, -2.207, 2.037)  0.191
H (5.276, 1.557, 1.035)  0.340
H (3.992, 2.447, 0.226)  0.478
H (5.295, 1.740, -0.721)  0.329
H (2.213, 1.315, 0.245)  0.011
S (-1.478, 1.362, -2.461)  -0.524
P (-1.702, 1.992, -0.613)  1.200
S (-0.738, 1.013, 0.898)  -0.470
C (-3.470, 2.024, -0.149)  0.221
C (-4.273, 2.967, -0.776)  -0.589
C (-5.622, 3.022, -0.484)  -0.646
C (-6.165, 2.135, 0.433)  -0.433
C (-5.363, 1.185, 1.044)  -0.626
C (-4.012, 1.122, 0.752)  -0.293
C (-1.286, 3.760, -0.379)  0.136
C (-1.450, 4.268, 0.903)  -0.542
C (-1.270, 5.616, 1.132)  -0.679
C (-0.933, 6.456, 0.082)  -0.423
C (-0.748, 5.944, -1.191)  -0.509
C (-0.922, 4.589, -1.427)  -0.229
H (-3.829, 3.655, -1.483)  0.372
H (-6.248, 3.761, -0.964)  0.389
H (-7.215, 2.195, 0.682)  0.372
H (-5.785, 0.497, 1.761)  0.421
H (-3.372, 0.397, 1.236)  0.409
H (-1.720, 3.595, 1.705)  0.369
H (-1.409, 6.013, 2.127)  0.388
H (-0.817, 7.516, 0.259)  0.389
H (-0.481, 6.603, -2.004)  0.406
H (-0.792, 4.175, -2.417)  0.358

***

# C2H7N3O

One molecule with the formula C2H7N3O in a non-equilibrium geometry (ωB97M-V/def2-TZVPD, the Open Molecules 2025 dataset).

**SMILES**: CN/N=C/NO
**Relative energy (zero: lowest compared OMol25 entry of this formula, charge and spin)**: 106.14 kcal/mol
**HOMO**: -0.2967 Eh
**Gap between HOMO and LUMO**: 9.1 eV

Each line ends with the natural charge from an NBO analysis.
Positions of all 13 atoms, in Å:
C (-1.085, -1.488, -0.784)  -0.450
C (0.673, 0.669, -0.284)  0.180
H (-2.049, -1.955, -0.932)  0.210
H (-0.518, -2.144, -0.022)  0.183
H (-0.562, -1.379, -1.769)  0.205
H (-1.995, -0.430, 0.809)  0.361
H (0.914, 0.390, -1.387)  0.185
H (2.747, 1.268, 0.170)  0.384
H (0.607, 1.427, 1.905)  0.489
N (-1.489, -0.221, -0.073)  -0.446
N (-0.362, 0.485, 0.440)  -0.391
N (1.675, 1.484, 0.285)  -0.336
O (1.444, 1.895, 1.640)  -0.572